# 1
Here is a molecular structure, C10H23N9O6Pd from the OMol25 dataset. Energies are from ωB97M-V/def2-TZVPD.

Each line ends with the Mulliken charge.
CARTESIAN COORDINATES (ANGSTROEM)
O 2.95615 -1.34829 -1.76726  -0.150
H 3.63347 -0.75861 -2.15043  0.414
Pd -0.54502 0.55522 -0.65227  0.064
N 0.68210 1.98388 -1.65926  0.715
N 1.06607 0.87137 0.65674  0.655
N -2.24053 -0.47168 -1.43889  0.444
N -1.34019 -0.60874 0.90722  0.559
O 0.38008 2.45860 -2.76925  -0.856
O -2.57952 -0.28484 -2.65141  -0.851
O -1.04238 -0.46208 2.18319  -0.602
O 1.30974 0.29091 1.78017  -0.941
C 1.98054 1.78857 0.28465  0.233
C 1.80941 2.36803 -0.98955  0.200
C -2.90037 -1.35247 -0.64346  0.336
C -2.32188 -1.47735 0.64274  0.101
C 2.79127 3.28418 -1.63397  -1.407
H 3.53789 2.71082 -2.20386  0.157
H 3.34101 3.85380 -0.87690  0.421
H 2.28500 3.97686 -2.31115  0.359
C 3.09064 2.05947 1.22159  -1.394
H 3.72275 1.17805 1.37113  0.218
H 2.68409 2.33482 2.19896  0.289
H 3.71946 2.87418 0.86364  0.405
C -4.02158 -2.22034 -1.10363  -1.420
C -2.75649 -2.44046 1.68427  -1.487
H -4.15533 -2.13051 -2.18336  0.349
H -4.96105 -1.96063 -0.59709  0.278
H -3.81428 -3.27023 -0.85590  0.340
H -2.13845 -2.29778 2.57581  0.367
H -2.64533 -3.47466 1.33437  0.334
H -3.81367 -2.29849 1.94147  0.303
H -0.73415 0.03326 -2.97155  0.485
H -0.07447 -0.05276 2.10339  0.560
C 3.28544 -2.60273 -1.25001  -0.470
H 3.91073 -2.42805 -0.38823  0.288
H 3.78380 -3.17963 -2.01978  0.302
H 2.36901 -3.07195 -0.93992  0.259
O 0.02306 -0.31737 -2.41450  -0.737
H 2.03708 -0.99090 -1.89492  0.300
H -0.21042 -1.27180 -2.35490  0.297
N -2.32471 3.06667 3.74402  -0.610
N -2.23084 2.70309 2.42002  0.967
N -3.07478 3.20999 1.50369  -0.983
C -2.56497 2.68302 0.37266  -0.482
N -1.50689 1.91139 0.62993  0.569
N -1.24417 1.98113 1.97292  -0.274
H -1.92125 2.34027 4.32123  0.293
H -3.27934 3.29944 3.97242  0.287
H -2.98240 2.89744 -0.59925  0.514

2S+1 ... 3
E ... -1466.4414 hartree
<S²> ... 2.05

---

# 2
Here is a molecular structure, C10H23NNbO4 from the OMol25 dataset. Energies are from ωB97M-V/def2-TZVPD.

Each line ends with the Mulliken charge.
CARTESIAN COORDINATES (ANGSTROEM)
C 2.08193 2.12494 -1.11226  -0.448
N 1.51235 3.38297 -0.49071  -0.313
C 0.40368 3.99661 -1.32473  -0.804
Nb -1.55541 2.78569 -1.01487  -0.751
H 2.93429 1.71189 -0.38739  0.226
H 2.53402 2.35734 -2.17579  0.239
H 1.31969 1.24562 -1.24050  0.010
H 2.30564 4.08907 -0.55829  0.247
H 0.66935 4.13389 -2.46044  0.261
H 0.18442 5.08262 -0.88304  0.316
H -2.41812 3.73372 -2.29553  -0.034
H -0.91004 1.65677 -2.32441  0.019
H -0.59111 1.76783 0.17776  0.073
H -2.02705 3.91918 0.31644  -0.017
H -2.94574 1.66361 -0.72834  0.030
O 1.10118 -0.95460 -1.98762  -0.589
C 2.00412 -1.63940 -1.53604  0.532
O 3.33172 -1.35400 -1.67819  -0.341
C 4.10176 -2.41956 -1.12377  -0.408
C 3.18164 -3.11181 -0.15265  -0.520
C 1.82839 -2.92833 -0.79176  -0.294
H 4.42079 -3.07989 -1.93700  0.261
H 4.98848 -2.01436 -0.62762  0.310
H 3.44600 -4.15854 0.01941  0.314
H 3.20453 -2.59371 0.81382  0.268
H 1.60409 -3.72564 -1.50576  0.261
H 1.03836 -2.84602 -0.04176  0.201
O -1.21178 -2.06164 3.73139  -0.624
C -2.12033 -1.71618 2.99426  0.510
O -2.87282 -2.57474 2.24537  -0.359
C -3.76472 -1.82190 1.42469  -0.409
C -3.89814 -0.48459 2.10493  -0.437
C -2.54344 -0.30092 2.74090  -0.065
H -3.33040 -1.73728 0.42300  0.254
H -4.72524 -2.34029 1.35195  0.291
H -4.17267 0.32158 1.41946  0.303
H -4.66594 -0.54071 2.88618  0.256
H -1.83206 0.16748 2.05507  -0.025
H -2.61141 0.26333 3.67386  0.255

Charge ... -1
E ... -807.2344 hartree

---

# 3
Here is 2 unconnected molecules or ions with the total composition C10H23NP from the OMol25 dataset. Energies are from ωB97M-V/def2-TZVPD.

Each line ends with the Mulliken charge.
CARTESIAN COORDINATES (ANGSTROEM)
C 4.22905 -0.01646 0.45782  -0.619
C 3.04849 0.45362 0.11196  -0.171
C -2.19631 0.82310 0.77149  -1.086
C -1.75042 -0.17373 2.94153  -1.521
C -0.89182 -2.22840 0.99921  -1.679
C -0.96694 0.22501 -2.70417  -0.778
C 2.22473 0.64930 -2.43633  -1.222
C -1.08176 0.22682 1.65138  0.384
C -0.24916 -0.85352 0.90103  0.045
C 0.18885 -0.35005 -0.46368  -0.426
N -0.66856 -0.85689 -1.60285  0.016
P 1.97629 -0.55006 -1.03813  -0.140
H 4.95132 0.37608 1.28989  0.227
H 4.54356 -0.89417 0.08555  0.348
H 2.42614 1.30602 0.21395  0.378
H -2.95965 -0.04086 0.61424  0.224
H -2.70892 1.57357 1.47073  0.472
H -1.87464 1.33826 -0.15528  0.089
H -2.11852 0.71274 3.56318  0.372
H -2.61296 -0.82415 2.69592  0.387
H -1.15678 -0.93768 3.59838  0.315
H -0.73286 -2.51135 2.04071  0.458
H -0.41913 -2.96251 0.26861  0.333
H -1.90668 -2.26949 0.56527  0.351
H -0.13812 0.41711 -3.33689  0.235
H -1.70701 -0.13704 -3.28979  0.513
H -1.26590 1.12986 -2.20488  0.330
H 3.16868 0.24136 -2.81550  0.379
H 2.37298 1.64225 -2.14231  0.410
H 1.49695 0.39165 -3.17158  0.351
H -0.34135 0.94217 1.81241  0.449
H 0.57829 -0.98948 1.61850  0.389
H 0.18092 1.63866 -0.62170  0.239
H -1.69122 -1.07538 -1.29235  0.483
H -0.25243 -1.66991 -2.11763  0.463

Charge ... +1
E ... -790.4416 hartree

---

# 4
Here is 3 unconnected molecules or ions with the total composition C10H23O11S3 from the OMol25 dataset. Energies are from ωB97M-V/def2-TZVPD.

Each line ends with the Mulliken charge.
CARTESIAN COORDINATES (ANGSTROEM)
O 0.29735 2.16320 0.53520  -0.597
S -0.59168 0.99157 0.59428  1.016
O -1.76658 1.19727 -0.28257  -0.537
C 0.36107 -0.44363 -0.10127  -0.948
S 2.12645 -0.21834 0.31288  0.606
O 2.99925 -0.30740 -1.07524  -0.383
C 2.70467 -1.43049 1.57131  -0.711
S 1.72217 -1.31294 3.12821  1.031
O 2.22838 -0.18216 3.93648  -0.534
O 1.96196 -2.59653 3.82286  -0.540
H -0.98405 0.67174 1.88581  0.213
H 0.23654 -0.36572 -1.19367  0.496
H -0.09014 -1.38151 0.26196  0.492
H 3.82348 0.16315 -0.86928  0.414
H 3.72776 -1.12230 1.84804  0.443
H 2.78930 -2.46581 1.20361  0.428
H 0.39487 -1.13557 2.79912  0.089
C 4.25338 3.53038 -5.83565  -1.121
C 4.17870 2.32239 -4.92399  -0.172
O 3.63736 2.66367 -3.63675  -0.368
C 2.31606 2.84109 -3.60239  0.763
O 1.56152 2.71852 -4.52438  -0.534
O 1.97972 3.17835 -2.35519  -0.322
C 0.59069 3.48712 -2.19102  -0.630
H 4.80909 4.33646 -5.35430  0.298
H 4.74376 3.27106 -6.77366  0.360
H 3.25965 3.91491 -6.06346  0.321
H 5.18225 1.94202 -4.73745  0.295
H 3.60153 1.51316 -5.37417  0.312
H -0.03777 2.67391 -2.55358  0.298
H 0.34474 4.41425 -2.70743  0.354
H 0.41021 3.62006 -1.13265  0.168
C -4.44058 -2.81304 5.19855  -1.056
C -4.44420 -3.89032 4.13210  -0.173
O -4.94639 -3.39399 2.88038  -0.377
C -4.11137 -2.63889 2.18358  0.771
O -2.97950 -2.34915 2.49080  -0.569
O -4.73603 -2.24170 1.07681  -0.341
C -3.94810 -1.34814 0.30575  -0.473
H -5.43335 -2.37190 5.29706  0.305
H -4.13936 -3.22865 6.15981  0.360
H -3.75338 -2.00600 4.94383  0.264
H -5.11554 -4.69448 4.42689  0.303
H -3.45404 -4.32718 3.99530  0.288
H -2.96871 -1.77968 0.09389  0.131
H -3.84089 -0.40313 0.83844  0.256
H -4.46026 -1.16563 -0.63486  0.312

Charge ... +1
E ... -2416.5883 hartree

---

# 5
Here is a molecular structure, C10H24AgBr4O4S2 from the OMol25 dataset. Energies are from ωB97M-V/def2-TZVPD.

Each line ends with the Mulliken charge.
CARTESIAN COORDINATES (ANGSTROEM)
Ag -22.19174 10.46762 -2.50758  0.462
O -19.83869 11.07188 -2.98517  -0.828
C -19.22674 10.18255 -2.04602  -0.728
C -19.92333 8.77277 -1.70501  0.110
O -21.30902 8.63706 -1.37800  -0.449
H -19.03024 10.63160 -1.07245  0.402
H -18.18711 10.02881 -2.33522  0.410
H -19.28964 8.34969 -0.92557  0.420
H -19.82069 8.02410 -2.49054  -0.075
C -21.85377 13.09030 0.63928  -0.770
S -23.56603 12.34840 0.39842  0.361
O -23.45049 11.63828 -0.94359  -0.240
C -23.35317 10.97660 1.59132  -0.875
H -21.11619 12.43969 0.16941  0.099
H -21.44691 13.19959 1.64458  0.390
H -21.75650 14.00256 0.05071  0.317
H -22.48353 10.36301 1.35609  0.202
H -24.20334 10.30006 1.50413  0.319
H -23.23458 11.43523 2.57299  0.404
C -25.54382 11.44977 -5.50443  -1.034
S -25.44656 10.19811 -4.13323  0.370
O -23.98662 9.89587 -3.95101  -0.340
C -25.91480 11.40943 -2.79637  -0.955
H -26.56319 11.81414 -5.63188  0.390
H -25.26962 11.10008 -6.49973  0.361
H -24.88449 12.29538 -5.30867  0.300
H -26.95048 11.72611 -2.91956  0.490
H -25.19732 12.21262 -2.62840  0.246
H -25.96535 10.76547 -1.91839  0.254
Br -21.21166 8.36802 -7.36854  -0.167
C -20.38233 9.24687 -5.75821  0.039
C -19.03187 8.67454 -5.52157  -0.555
Br -17.91833 8.99267 -7.15934  -0.167
H -20.97895 9.12397 -4.85431  -0.244
H -20.38906 10.32640 -5.90878  0.453
H -19.09768 7.60825 -5.30520  0.385
H -18.52140 9.23017 -4.73494  0.255
Br -21.91027 4.46636 -5.04017  -0.176
C -21.80184 5.92113 -3.63762  -0.434
C -22.94021 6.92389 -4.00549  -0.155
Br -24.75874 6.05266 -3.80329  -0.159
H -20.79118 6.32695 -3.68228  0.075
H -21.90933 5.42514 -2.67298  0.488
H -22.87409 7.28593 -5.03148  0.303
H -22.93411 7.74742 -3.29144  0.046

2S+1 ... 2
E ... -11935.5503 hartree
<S²> ... 0.76

---

# 6
Here is a molecular structure, C10H24AgClN2O4 from the OMol25 dataset. Energies are from ωB97M-V/def2-TZVPD.

Each line ends with the Mulliken charge.
CARTESIAN COORDINATES (ANGSTROEM)
Ag -0.10072 0.11142 1.51836  0.338
Cl 0.45481 0.01999 4.21421  -0.749
C -3.18810 2.11994 1.17468  -0.449
O -2.34635 1.00884 1.66826  0.098
C -3.17511 -0.05412 2.16307  -0.290
C -2.58564 -1.47613 2.41575  -0.806
O -1.78500 -1.82292 1.25670  -0.043
C -1.38029 -3.15848 1.19919  -0.520
H -2.55404 2.59483 0.42600  -0.399
H -3.48899 2.85270 1.92344  0.271
H -4.01748 1.83328 0.52812  0.434
H -4.07639 -0.18765 1.56478  0.380
H -3.50111 0.34029 3.12549  0.329
H -3.38782 -2.20381 2.53869  0.440
H -2.12181 -1.59417 3.39505  0.364
H -2.13235 -3.94352 1.27799  0.339
H -0.68818 -3.16840 2.04120  0.354
H -0.73920 -3.38756 0.34794  -0.202
C 1.53256 -3.64565 -1.33938  -1.727
C 2.07970 -2.36972 -0.55171  0.098
O 1.33991 -1.53584 -0.00863  -0.100
N 3.40671 -2.19677 -0.59296  0.069
C 4.12401 -1.03863 0.01874  -1.118
H 1.56223 -4.56406 -0.75310  0.202
H 2.18130 -3.63510 -2.21525  0.638
H 0.56367 -3.59794 -1.83645  0.432
H 4.01593 -2.92752 -0.93203  0.309
H 4.59373 -0.49836 -0.80319  0.356
H 4.85965 -1.36770 0.75265  0.414
H 3.46804 -0.33156 0.52653  0.176
C 1.88885 2.52593 -1.58682  -1.592
C 0.45393 2.74040 -1.10402  0.541
O 0.02336 2.20765 -0.09579  -0.583
N -0.37825 3.40007 -1.84253  0.825
C -0.16922 3.92807 -3.14325  -3.200
H 2.28402 1.54464 -1.32412  -0.047
H 2.51175 3.30663 -1.15021  0.394
H 2.13499 2.59834 -2.64619  0.738
H -1.29001 3.44138 -1.40998  0.197
H -0.01343 3.14149 -3.88157  0.561
H 0.70011 4.55327 -3.34697  0.553
H -1.05980 4.43646 -3.51272  0.975

2S+1 ... 2
Charge ... -1
E ... -1412.9683 hartree
<S²> ... 0.75